No. 1
{
  "formula": "C21H27N3O4S2",
  "method": "ωB97M-V/def2-TZVPD",
  "smiles": "COc1ccc(N2CCN(C(=O)C3CCN(S(=O)(=O)c4cccs4)CC3)CC2)cc1",
  "e_homo_ev": -7.700,
  "total_charge": 0,
  "relative_energy_kj_mol": 270.0,
  "symbols": ["O", "N", "H", "H", "C", "C", "H", "C", "C", "H", "H", "H", "O", "H", "C", "O", "C", "C", "H", "C", "H", "C", "H", "H", "H", "H", "C", "H", "C", "C", "C", "C", "H", "H", "H", "S", "H", "O", "H", "H", "H", "N", "H", "C", "N", "S", "H", "C", "C", "C", "H", "H", "H", "C", "H", "C", "C"],
  "xyz": [[-8.668, -0.094, -0.346], [-0.300, -0.646, 0.071], [3.328, -0.386, 2.100], [-1.081, -0.757, -1.838], [0.797, -0.269, 0.773], [1.639, 0.864, 0.188], [0.968, 1.667, -0.134], [-4.500, -0.295, -0.168], [8.947, -1.017, 0.397], [2.036, 1.694, 2.145], [8.075, 0.698, 1.491], [-9.065, 1.528, -1.578], [5.830, 2.147, 0.713], [-6.931, 2.001, -0.689], [-2.269, 0.599, -0.665], [5.278, 1.427, -1.585], [-6.500, 1.032, -0.492], [-5.319, -1.416, 0.011], [-2.735, 1.029, -1.553], [2.448, 0.360, -1.017], [1.808, -0.164, -1.729], [3.564, -0.582, -0.564], [-0.276, 0.781, -1.476], [-7.315, -2.178, 0.091], [-0.658, -2.123, 1.473], [-9.127, 1.862, 0.177], [8.009, 0.001, 0.677], [-1.303, -2.453, -0.162], [3.726, 0.494, 1.590], [2.591, 1.454, 1.238], [-1.156, -1.687, 0.606], [8.610, -1.742, -0.702], [2.912, 1.210, -1.522], [-4.535, 1.821, -0.551], [4.179, -0.870, -1.419], [5.572, 1.091, -0.220], [-4.872, -2.383, 0.183], [1.104, -0.846, 1.802], [9.828, -1.195, 0.987], [4.455, 0.994, 2.227], [-10.397, 0.877, -0.591], [4.432, 0.045, 0.408], [-3.160, -1.871, 1.385], [-6.688, -1.312, -0.047], [-3.110, -0.457, -0.153], [7.145, -1.194, -1.420], [3.029, 2.371, 0.837], [6.988, 0.025, -0.221], [-9.334, 1.117, -0.599], [-5.120, 0.925, -0.418], [-2.104, 1.398, 0.080], [3.146, -1.481, -0.102], [-2.341, -0.353, 1.809], [-2.505, -1.090, 1.004], [9.137, -2.568, -1.137], [-0.911, 0.002, -1.064], [-7.302, -0.084, -0.302]],
  "mulliken_charge": [-0.462, 0.257, 0.529, 0.140, 0.272, 0.338, 0.529, -0.027, -0.505, 0.452, 0.486, 0.330, -0.714, 0.366, -0.992, -0.641, -0.523, -0.263, 0.620, -0.658, 0.598, -1.310, 0.452, 0.407, 0.493, 0.335, -0.383, 0.351, -1.138, -1.183, -1.032, -0.493, 0.431, 0.393, 0.353, 1.209, 0.430, -0.670, 0.393, 0.449, 0.235, 0.213, 0.506, -0.707, 0.270, -0.127, 0.486, 0.139, -0.830, -0.553, 0.333, 0.557, 0.202, -0.703, 0.440, -0.886, 0.805]
}

=====

No. 2
{
  "formula": "C21H27N4O10S3Sc",
  "method": "ωB97M-V/def2-TZVPD",
  "e_homo_ev": -8.107,
  "total_charge": 0,
  "relative_energy_kj_mol": 254.0,
  "symbols": ["C", "C", "O", "C", "C", "H", "H", "C", "C", "H", "H", "Sc", "O", "O", "H", "C", "C", "H", "O", "H", "H", "N", "H", "H", "C", "N", "C", "C", "C", "C", "C", "H", "O", "O", "H", "H", "N", "O", "C", "H", "C", "H", "O", "O", "S", "C", "H", "C", "H", "O", "H", "S", "H", "H", "C", "H", "N", "H", "C", "S", "C", "H", "H", "H", "H", "H"],
  "xyz": [[2.309, -2.146, -2.730], [-2.863, -2.342, -5.427], [0.235, -0.900, -1.771], [0.973, -5.278, 0.843], [-2.674, -0.027, -2.445], [-0.296, 3.608, -2.075], [5.974, -2.250, -3.999], [-4.257, 0.947, 0.229], [-1.315, -5.595, 1.451], [1.023, 3.320, -0.890], [0.563, 1.384, -2.125], [0.341, -0.009, 0.132], [2.143, -1.314, 0.364], [2.383, 0.644, -0.915], [1.335, -0.955, 2.603], [0.721, -3.941, 0.672], [-2.648, -0.501, -3.739], [-0.321, -1.074, 2.687], [0.940, 2.928, 3.040], [-2.717, -2.609, 1.488], [4.160, -3.306, -5.326], [-2.733, -3.619, 1.472], [5.420, -1.111, -1.872], [-3.791, -2.834, -0.891], [4.950, -2.223, -3.651], [0.375, 0.742, 3.182], [0.013, 3.047, -1.191], [4.645, -1.586, -2.457], [2.632, -2.780, -3.919], [-1.537, -4.229, 1.279], [0.732, 1.895, 2.439], [-2.275, 0.134, -4.533], [4.392, -0.386, 0.076], [-0.084, 1.642, -1.454], [-2.296, 0.960, -2.209], [1.459, -3.206, 0.396], [0.455, -0.464, 2.464], [-0.778, -2.147, 0.709], [3.337, -1.540, -1.994], [-4.264, 1.405, 1.217], [-3.477, -2.628, -3.006], [0.107, -7.180, 1.362], [0.762, 1.700, 1.163], [-1.744, 0.437, 0.446], [-3.030, -0.351, 0.257], [-3.031, -1.809, -4.036], [0.754, 0.738, 4.118], [-0.065, -6.121, 1.230], [1.829, -3.239, -4.482], [-0.126, -2.628, -3.500], [-2.146, -6.214, 1.759], [3.104, -0.569, -0.514], [-3.976, 1.673, -0.530], [-5.225, 0.504, 0.002], [3.938, -2.814, -4.387], [-3.439, -3.253, -5.581], [-0.517, -3.435, 0.873], [-0.657, 3.259, -0.363], [-3.099, -0.874, -1.430], [0.549, -2.336, -2.221], [-3.498, -2.174, -1.697], [-3.763, -3.649, -3.224], [-3.415, -4.095, 2.035], [-1.807, -2.575, -5.578], [1.973, -5.643, 0.670], [-3.162, -1.609, -6.176]],
  "mulliken_charge": [0.042, -1.551, 0.068, -1.282, -0.230, 0.214, 0.396, -1.237, -0.908, 0.261, 0.236, 0.406, -0.703, -0.625, 0.288, -0.334, -0.796, 0.215, -0.720, 0.124, 0.395, -0.294, 0.560, 0.361, -0.609, -0.467, -0.874, -0.700, -0.811, 0.680, 0.502, 0.367, -0.742, 0.159, 0.145, 0.816, 0.063, 0.515, -0.038, 0.454, -0.697, 0.421, -0.425, -0.045, 0.107, 0.891, 0.239, -0.272, 0.511, -0.622, 0.402, 1.584, 0.352, 0.426, -0.656, 0.396, 0.050, 0.291, 1.072, 0.677, -0.778, 0.333, 0.265, 0.235, 0.501, 0.397]
}

=====

No. 3
{
  "formula": "C21H27N6O7Re",
  "method": "ωB97M-V/def2-TZVPD",
  "spin_multiplicity": 4,
  "e_homo_ev": [-1.567, -3.689],
  "total_charge": -1,
  "relative_energy_kj_mol": 459.9,
  "symbols": ["C", "C", "N", "N", "O", "H", "O", "H", "C", "H", "C", "H", "H", "O", "H", "H", "N", "H", "C", "O", "N", "H", "C", "H", "H", "C", "O", "C", "H", "H", "H", "H", "H", "C", "H", "C", "N", "C", "H", "H", "N", "H", "C", "C", "O", "C", "H", "C", "C", "C", "H", "C", "O", "H", "C", "Re", "H", "C", "H", "H", "C", "H"],
  "xyz": [[-3.541, 1.320, -5.192], [2.132, 2.688, 0.593], [1.951, 3.220, 1.818], [3.320, 2.239, 0.224], [1.261, -0.091, -1.267], [-2.491, 0.951, 0.983], [-0.409, 0.989, 1.138], [4.107, -1.474, 1.980], [-1.705, -4.455, 3.397], [1.038, 3.525, 2.101], [-2.480, 3.223, -4.193], [-3.264, -0.537, -4.169], [-1.487, -4.971, 4.325], [3.471, 0.168, -1.422], [0.189, 2.855, 0.056], [-1.836, 1.893, 2.351], [1.503, -0.958, 1.302], [3.265, 0.810, 2.613], [-1.763, 0.118, -2.089], [0.503, -2.334, -0.517], [-1.582, -1.813, -1.013], [-3.639, 3.317, -5.988], [4.126, 0.635, 1.959], [1.460, -0.142, 1.913], [4.837, -0.795, 0.543], [-2.818, -4.328, 1.280], [-0.805, -1.308, 1.795], [-3.046, 0.521, -4.180], [-1.817, 0.142, 2.429], [-0.460, -2.781, 3.898], [1.340, -1.730, 1.936], [-3.024, -5.974, 2.652], [4.987, 0.530, 2.626], [-1.119, -3.218, 3.151], [-4.149, 0.881, -5.973], [2.714, -1.080, 0.462], [1.118, 2.606, -0.242], [-2.563, -5.010, 2.465], [1.142, 1.855, -0.936], [5.275, 1.693, 0.483], [-2.121, -1.122, -2.126], [2.722, 3.326, 2.447], [2.468, -0.348, -0.917], [-2.258, 1.041, -3.152], [-1.003, 0.680, -1.143], [-3.255, 2.681, -5.200], [3.396, 1.879, -0.727], [-1.987, 2.410, -3.177], [-1.710, 0.976, 1.753], [3.984, -0.695, 1.221], [-3.474, -4.760, 0.534], [-2.216, -3.097, 1.003], [-1.237, 3.007, -2.203], [-3.564, -2.464, -0.601], [-1.345, -2.495, 1.984], [-0.210, -0.765, -0.003], [-1.019, 2.254, -1.597], [-2.535, -2.433, -0.271], [2.811, -2.129, 0.193], [4.650, 2.724, 1.751], [4.404, 1.868, 1.111], [-2.245, 4.279, -4.172]],
  "mulliken_charge": [-0.780, 0.630, -0.354, -0.104, -0.615, 0.183, -0.505, 0.465, -0.690, 0.209, -0.787, 0.465, 0.362, -0.879, 0.282, 0.276, -0.616, 0.197, 0.580, -0.982, 0.422, 0.359, -0.383, 0.303, 0.348, -0.599, -0.597, -0.521, 0.169, 0.355, 0.362, 0.351, 0.405, -0.594, 0.374, 0.019, -0.328, -0.490, 0.249, 0.459, -0.748, 0.206, -0.080, 0.190, -0.158, -0.204, 0.439, 0.280, -0.859, -1.021, 0.409, 0.970, -0.822, 0.370, 0.298, 2.350, 0.659, -1.317, 0.471, 0.364, -1.195, 0.400]
}

=====

| no. | F_max (eV Å⁻¹) |
| --- | --- |
| 1 | 1.022 |
| 2 | 0.150 |
| 3 | 3.739 |